The following is a DFT calculation (ωB97M-V/def2-TZVPD) of a 2-piece molecular cluster, C2H2ClN3O overall at a distorted geometry.

The spin multiplicity is 1. Its energy above the lowest of the compared OMol25 structures with the same formula, charge and spin is 323.2 kJ/mol. Its lowest unoccupied orbital energy is -0.2 eV. For the total energy, the calculation gives -776.965160 hartree. For the orbital gap, the calculation gives 8.755 eV.

```
9
Properties=species:S:1:pos:R:3:forces:R:3:lowdin_charge:R:1
C 0.965717 -1.808205 0.669426 1.544 1.021 -1.044 0.128
C -1.682452 0.569039 -0.386517 1.529 -0.725 -1.553 -0.406
N 1.440657 -1.075766 -0.152142 -1.381 -1.054 2.591 -0.246
N -1.454653 1.433817 0.432875 -0.346 -0.521 0.463 0.170
N 2.094060 -0.265146 -0.784419 0.545 0.434 -1.443 -0.401
O -1.616800 -0.255909 -1.212276 -0.738 0.096 0.794 0.145
Cl 2.191075 1.270860 0.050285 -0.006 -0.173 0.157 0.487
H 0.050953 -2.124023 1.095715 -0.690 -0.216 -0.271 0.052
H -1.988555 2.255330 0.287054 -0.456 1.139 0.306 0.070
```
Positions in Å, forces in eV/Å.